# 1
The following is a quantum chemistry calculation of a 8-piece molecular cluster, C32H88N8O8 overall at a distorted geometry, from the Open Molecules 2025 dataset.

Summary:
* largest force on an atom: 3.29 eV Å⁻¹
* relative energy (zero: lowest compared OMol25 entry of this formula, charge and spin): 54.4 kcal/mol
* multiplicity: 2
* net charge: -1
* gap between HOMO and LUMO (alpha / beta): 1.32 / 8.94 eV
* electronic energy: -2311.61793 Ha

XYZ file:
```
136
C32H88N8O8, DFT ωB97M-V with the def2-TZVPD basis set
C -5.75 -0.45 0.80
C -4.34 -0.87 1.14
C -3.56 0.04 2.12
O -3.32 1.38 1.65
C -4.26 2.29 2.09
N -4.27 -2.26 1.73
H -5.83 0.52 0.31
H -6.35 -0.44 1.71
H -6.24 -1.20 0.17
H -3.76 -0.82 0.22
H -2.53 -0.24 2.35
H -4.07 0.12 3.08
H -4.21 3.19 1.47
H -4.09 2.49 3.15
H -5.25 1.99 1.76
H -4.80 -2.84 1.09
H -3.44 -2.81 1.88
C 2.03 1.28 -0.03
C 0.75 0.96 -0.77
C -0.14 -0.06 -0.03
O 0.57 -1.09 0.55
C -0.05 -2.19 1.18
N -0.02 2.22 -1.12
H 2.75 1.64 -0.77
H 2.52 0.47 0.51
H 1.82 2.06 0.71
H 1.09 0.46 -1.68
H -1.01 -0.31 -0.64
H -0.59 0.49 0.80
H -0.37 -2.90 0.41
H -0.95 -1.75 1.60
H 0.38 -2.84 1.94
H 0.69 2.94 -1.19
H -0.67 2.44 -0.38
C 2.45 -8.51 -1.46
C 1.20 -8.48 -0.59
C 0.45 -7.20 -0.58
O -0.50 -6.99 0.53
C -0.66 -5.62 0.77
N 0.37 -9.59 -1.00
H 2.28 -8.19 -2.49
H 3.01 -9.44 -1.54
H 3.20 -7.83 -1.06
H 1.69 -8.55 0.39
H -0.10 -7.13 -1.51
H 0.99 -6.30 -0.85
H -0.79 -5.06 -0.16
H 0.27 -5.27 1.21
H -1.37 -5.43 1.58
H -0.46 -9.43 -0.43
H 0.16 -9.36 -1.96
C -2.70 3.49 -4.97
C -3.06 3.82 -3.52
C -4.42 4.61 -3.41
O -4.21 5.91 -3.86
C -5.38 6.71 -3.88
N -2.98 2.54 -2.83
H -1.90 2.76 -5.11
H -2.53 4.35 -5.61
H -3.66 3.03 -5.18
H -2.26 4.38 -3.04
H -4.74 4.66 -2.36
H -5.20 4.08 -3.95
H -5.97 6.31 -4.71
H -5.07 7.71 -4.15
H -6.00 6.64 -2.98
H -3.09 2.78 -1.85
H -2.03 2.20 -2.91
C -2.08 5.14 0.22
C -1.13 6.31 0.58
C -1.77 7.64 0.98
O -0.83 8.61 1.41
C -1.59 9.74 1.89
N -0.44 5.72 1.73
H -2.60 5.40 -0.70
H -2.83 4.94 0.98
H -1.58 4.19 0.03
H -0.46 6.45 -0.27
H -2.48 7.31 1.74
H -2.31 8.05 0.13
H -2.50 9.39 2.40
H -2.08 10.38 1.16
H -1.11 10.28 2.71
H -1.04 5.36 2.46
H 0.10 6.49 2.09
C 2.07 -8.84 4.36
C 0.74 -8.27 4.03
C 0.83 -6.84 3.44
O 1.42 -5.95 4.37
C 1.41 -4.57 3.76
N 0.02 -9.30 3.32
H 1.92 -9.87 4.68
H 2.50 -8.27 5.19
H 2.62 -8.99 3.43
H 0.34 -8.06 5.02
H -0.15 -6.45 3.18
H 1.40 -6.90 2.51
H 1.75 -3.75 4.40
H 0.42 -4.28 3.43
H 2.05 -4.67 2.89
H -0.42 -8.84 2.53
H 0.72 -9.82 2.82
C 2.77 -3.80 -0.24
C 3.70 -2.54 -0.52
C 3.27 -1.63 -1.68
O 4.30 -0.70 -2.00
C 4.08 0.19 -3.11
N 3.94 -1.78 0.70
H 3.12 -4.28 0.67
H 2.80 -4.43 -1.13
H 1.71 -3.60 -0.11
H 4.67 -2.94 -0.82
H 2.31 -1.16 -1.51
H 3.10 -2.25 -2.56
H 4.70 1.09 -3.05
H 3.07 0.58 -3.08
H 4.25 -0.32 -4.06
H 3.07 -1.37 1.03
H 4.56 -1.08 0.31
C 2.87 6.56 -1.16
C 3.58 5.22 -1.27
C 4.30 4.83 0.01
O 4.72 3.46 0.05
C 5.83 3.08 -0.68
N 2.47 4.31 -1.61
H 2.53 6.95 -2.12
H 3.53 7.32 -0.74
H 1.95 6.58 -0.57
H 4.16 5.18 -2.19
H 3.52 4.92 0.76
H 5.10 5.50 0.33
H 6.70 3.65 -0.35
H 5.74 3.31 -1.74
H 6.02 2.01 -0.64
H 1.98 4.45 -2.48
H 2.94 3.41 -1.60
```

# 2
The following is a quantum chemistry calculation of a 12-piece molecular cluster, C32H88O12 overall at a distorted geometry, from the Open Molecules 2025 dataset.

Summary:
* largest force on an atom: 1.32 eV Å⁻¹
* relative energy (zero: lowest compared OMol25 entry of this formula, charge and spin): 0.0 kcal/mol
* net charge: 0
* structure (SMILES): CC(C)O.CC(C)O.CC(C)O.CC(C)O.CC(C)O.CC(C)O.CC(C)O.CC(C)O.CC(C)O.CC(C)O.CCO.O
* gap between HOMO and LUMO: 9.55 eV
* electronic energy: -2174.87237 Ha

XYZ file:
```
132
C32H88O12, DFT ωB97M-V with the def2-TZVPD basis set
C -0.10 1.42 -0.15
C 0.64 0.13 0.13
C 1.14 -0.52 -1.13
O 1.69 0.35 1.06
H -0.56 1.80 0.77
H -0.95 1.23 -0.81
H 0.55 2.21 -0.54
H -0.09 -0.58 0.56
H 1.59 -1.49 -0.92
H 1.89 0.14 -1.59
H 0.34 -0.58 -1.86
H 1.25 0.76 1.84
C 3.78 -2.79 0.67
C 3.97 -4.20 1.26
C 3.56 -5.25 0.22
O 5.34 -4.39 1.70
H 4.52 -2.53 -0.10
H 3.83 -2.04 1.46
H 2.80 -2.69 0.19
H 3.26 -4.29 2.09
H 4.16 -5.10 -0.70
H 2.52 -5.21 -0.07
H 3.79 -6.26 0.58
H 5.91 -3.90 1.11
C -4.04 1.98 -2.78
C -3.11 2.78 -3.68
C -1.83 3.19 -2.97
O -2.80 2.04 -4.86
H -5.01 1.88 -3.25
H -4.18 2.53 -1.84
H -3.65 0.99 -2.55
H -3.63 3.68 -4.01
H -2.01 3.69 -2.01
H -1.34 3.95 -3.58
H -1.16 2.34 -2.87
H -1.93 1.59 -4.77
C -3.25 -1.53 1.79
C -2.36 -2.36 2.70
C -1.48 -3.32 1.89
O -1.57 -1.44 3.47
H -2.72 -0.73 1.30
H -4.05 -1.11 2.42
H -3.76 -2.18 1.08
H -3.01 -2.90 3.39
H -1.03 -2.77 1.05
H -2.02 -4.18 1.50
H -0.64 -3.66 2.50
H -0.98 -1.91 4.10
C 1.54 -6.17 -2.77
C 0.51 -5.08 -2.87
C 0.69 -4.00 -1.80
O 0.63 -4.46 -4.15
H 2.54 -5.76 -2.94
H 1.33 -6.97 -3.47
H 1.57 -6.65 -1.78
H -0.51 -5.46 -2.82
H 0.10 -3.12 -2.02
H 1.75 -3.71 -1.80
H 0.45 -4.39 -0.81
H 1.54 -4.17 -4.25
C 0.54 -1.77 -4.87
C -0.67 -0.90 -5.20
C -1.91 -1.38 -4.47
O -0.46 0.47 -4.85
H 0.75 -1.71 -3.80
H 1.43 -1.50 -5.43
H 0.31 -2.82 -5.10
H -0.91 -1.03 -6.27
H -2.34 -2.29 -4.92
H -2.70 -0.63 -4.54
H -1.74 -1.66 -3.42
H 0.46 0.76 -5.10
C 1.51 -3.97 5.38
C 1.61 -2.45 5.22
C 1.94 -2.05 3.83
O 0.33 -1.82 5.57
H 1.23 -4.24 6.40
H 2.44 -4.44 5.05
H 0.71 -4.35 4.73
H 2.35 -2.08 5.94
H 2.07 -0.97 3.74
H 1.18 -2.36 3.12
H 2.90 -2.45 3.51
H 0.06 -2.20 6.42
C -1.78 5.42 0.56
C -0.81 6.27 -0.24
C 0.62 5.81 -0.16
O -1.17 6.36 -1.64
H -1.53 5.46 1.61
H -1.74 4.38 0.22
H -2.80 5.78 0.38
H -0.78 7.29 0.20
H 1.04 5.94 0.84
H 1.26 6.41 -0.80
H 0.75 4.75 -0.43
H -2.13 6.46 -1.64
C -4.96 2.69 3.18
C -4.39 3.15 1.88
C -3.40 2.14 1.32
O -5.45 3.37 0.92
H -5.50 1.74 3.15
H -5.64 3.44 3.58
H -4.13 2.48 3.87
H -3.84 4.08 2.06
H -3.83 1.14 1.38
H -2.51 2.08 1.97
H -3.08 2.39 0.32
H -5.17 4.07 0.33
C 1.81 1.68 4.96
C 0.41 2.01 4.45
C 0.29 3.44 3.94
O 0.05 1.14 3.33
H 2.14 2.38 5.74
H 2.51 1.65 4.12
H 1.83 0.69 5.42
H -0.34 1.84 5.24
H 0.86 3.57 3.01
H 0.70 4.15 4.66
H -0.75 3.68 3.75
H -0.23 0.25 3.62
C 2.39 2.21 -3.37
C 3.03 1.33 -4.42
O 2.18 1.30 -5.58
H 1.46 1.78 -2.98
H 2.11 3.14 -3.89
H 3.03 2.44 -2.53
H 3.18 0.29 -4.08
H 4.01 1.76 -4.66
H 2.65 0.96 -6.34
O 3.74 1.78 -0.20
H 4.35 1.14 -0.60
H 3.09 1.23 0.32
```

# 3
The following is a quantum chemistry calculation of C32H90F3N7O13PPt as an isolated structure at a distorted geometry, from the Open Molecules 2025 dataset.

Summary:
* largest force on an atom: 2.91 eV Å⁻¹
* relative energy (zero: lowest compared OMol25 entry of this formula, charge and spin): 0.0 kcal/mol
* multiplicity: 3
* net charge: +5
* gap between HOMO and LUMO (alpha / beta): 8.04 / 7.01 eV
* electronic energy: -3393.02322 Ha

XYZ file:
```
147
C32H90F3N7O13PPt, DFT ωB97M-V with the def2-TZVPD basis set
Pt 0.59 0.67 -1.66
P -0.36 -0.28 0.40
O -0.38 1.27 0.18
O -0.95 -0.81 1.69
O 1.14 -0.54 0.02
O -1.00 -0.78 -0.98
C 0.32 2.34 3.61
C 1.19 3.22 2.76
C 2.28 3.95 3.54
O 3.13 4.63 2.68
C 2.67 5.92 2.29
N 1.89 2.25 1.76
H 1.27 1.86 1.02
H 2.69 2.76 1.36
H 2.22 1.50 2.36
H -0.43 3.00 4.08
H 0.80 1.89 4.47
H -0.40 1.67 3.13
H 0.69 3.94 2.11
H 2.89 3.16 4.00
H 1.81 4.59 4.29
H 1.64 5.92 1.92
H 3.33 6.34 1.54
H 2.66 6.58 3.16
C 6.30 -1.73 0.43
C 5.34 -0.99 -0.46
C 5.02 -1.53 -1.83
O 4.42 -2.82 -1.61
C 4.68 -3.79 -2.59
N 4.04 -0.77 0.33
H 3.42 -1.58 0.28
H 4.10 -0.42 1.28
H 3.48 -0.10 -0.22
H 6.57 -1.11 1.28
H 7.14 -2.11 -0.15
H 5.86 -2.67 0.78
H 5.71 0.01 -0.68
H 5.94 -1.60 -2.41
H 4.31 -0.88 -2.36
H 4.27 -3.63 -3.59
H 4.03 -4.65 -2.35
H 5.66 -4.26 -2.63
C -1.63 -3.95 -0.61
C -0.19 -4.41 -0.90
C -0.14 -5.57 -1.91
O -0.28 -5.10 -3.22
C -0.62 -6.13 -4.16
N 0.65 -3.24 -1.35
H 1.60 -3.60 -1.31
H 0.45 -2.87 -2.28
H 0.46 -2.44 -0.73
H -1.86 -3.16 0.11
H -2.14 -4.87 -0.31
H -2.10 -3.57 -1.52
H 0.15 -4.81 0.05
H -0.84 -6.37 -1.67
H 0.90 -5.91 -1.77
H -0.23 -5.84 -5.13
H -1.70 -6.23 -4.31
H -0.38 -7.15 -3.85
C -5.35 -0.83 2.32
C -4.18 0.06 2.76
C -4.70 1.21 3.64
O -3.54 1.89 4.05
C -3.77 3.16 4.64
N -3.13 -0.76 3.48
H -2.20 -0.80 3.01
H -2.98 -0.32 4.40
H -3.34 -1.76 3.55
H -5.13 -1.31 1.36
H -6.22 -0.21 2.15
H -5.52 -1.59 3.08
H -3.61 0.39 1.88
H -5.29 0.79 4.47
H -5.33 1.89 3.07
H -2.85 3.55 5.07
H -4.50 3.12 5.46
H -4.20 3.88 3.94
C 0.23 -1.72 5.03
C 0.78 -2.86 4.21
C -0.06 -4.14 4.12
O 0.27 -4.80 2.92
C -0.78 -5.75 2.56
N 1.23 -2.31 2.84
H 0.44 -1.89 2.27
H 1.86 -1.55 3.10
H 1.76 -3.03 2.35
H 1.02 -1.02 5.32
H -0.11 -2.05 6.01
H -0.63 -1.28 4.54
H 1.74 -3.19 4.60
H -1.12 -3.92 4.30
H 0.24 -4.78 4.95
H -0.48 -6.28 1.66
H -1.64 -5.09 2.37
H -1.08 -6.39 3.38
C -3.13 3.87 1.01
C -2.52 4.06 -0.36
C -1.33 4.97 -0.45
O -0.97 5.02 -1.81
C -0.34 6.23 -2.24
N -2.28 2.74 -1.07
H -1.68 2.14 -0.45
H -3.14 2.20 -1.15
H -1.81 2.95 -1.96
H -4.08 3.32 1.05
H -3.49 4.80 1.45
H -2.44 3.42 1.72
H -3.36 4.40 -0.97
H -0.51 4.55 0.15
H -1.49 5.99 -0.10
H 0.21 5.96 -3.15
H 0.41 6.53 -1.51
H -1.06 7.00 -2.50
C -2.25 -2.19 -4.44
C -3.17 -1.01 -4.06
C -4.49 -1.18 -4.79
O -5.55 -0.35 -4.40
C -5.65 0.98 -4.84
N -3.43 -1.03 -2.57
H -2.57 -1.24 -2.02
H -3.90 -0.24 -2.12
H -4.15 -1.74 -2.39
H -1.24 -2.01 -4.05
H -2.30 -2.39 -5.50
H -2.52 -3.15 -3.98
H -2.66 -0.11 -4.37
H -4.82 -2.22 -4.82
H -4.37 -0.95 -5.86
H -6.32 1.10 -5.69
H -4.69 1.49 -5.02
H -6.14 1.57 -4.06
C 3.06 2.71 -2.00
O 4.37 2.39 -2.35
O 2.45 1.61 -1.44
C 3.11 3.90 -1.05
F 3.69 4.96 -1.59
F 1.85 4.32 -0.72
F 3.72 3.58 0.11
C 4.65 2.14 -3.73
C 6.09 1.61 -3.84
H 6.45 2.06 -4.77
H 6.75 1.78 -2.99
H 6.08 0.53 -4.01
H 4.53 2.97 -4.43
H 3.95 1.41 -4.16
H 2.59 3.06 -2.93
```